(1)
The following is a quantum chemistry calculation of a single C4H5NO molecule in a non-equilibrium geometry, from the Open Molecules 2025 dataset.

## Properties
- orbital gap (eV) = 10.3
- E_LUMO (eV) = 0.807
- structure (SMILES) = O=C1C=CCN1
- strongest force on any atom (Eh/bohr) = 0.0969
- E_HOMO (Ha) = -0.350
- total charge = 0
- ΔE to the lowest compared entry with this formula, charge and spin (kcal/mol) = 70.3

Each line ends with the natural charge from an NBO analysis.
Geometry (Å):
O (2.303, -0.850, 0.142)  -0.596
C (1.159, -0.461, 0.047)  0.613
C (0.712, 0.933, 0.062)  -0.358
C (-0.617, 1.104, 0.041)  -0.226
C (-1.215, -0.348, -0.132)  -0.232
N (-0.004, -1.173, -0.113)  -0.625
H (1.454, 1.784, 0.074)  0.220
H (-0.158, 2.265, 0.509)  0.347
H (-1.909, -0.633, 0.666)  0.218
H (-1.740, -0.442, -1.099)  0.221
H (0.014, -2.179, -0.198)  0.418

---

(2)
The following is a quantum chemistry calculation of a gas-phase ion, C11H19N3 (charge +2) in a non-equilibrium geometry, from the Open Molecules 2025 dataset.

## Properties
- orbital gap (eV) = 8.0
- E_LUMO (eV) = -7.980
- structure (SMILES) = CN[N@H+](C)C/[N+](C)=C/c1ccccc1
- strongest force on any atom (Eh/bohr) = 0.1047
- E_HOMO (Ha) = -0.586
- total charge = +2
- ΔE to the lowest compared entry with this formula, charge and spin (kcal/mol) = 24.9

Each line ends with the natural charge from an NBO analysis.
Geometry (Å):
C (-0.827, 4.318, 0.031)  -0.488
N (-0.949, 2.859, 0.282)  -0.434
N (-1.297, 2.065, -0.899)  -0.228
C (-2.756, 1.566, -0.797)  -0.445
C (-0.324, 1.028, -1.412)  -0.051
N (-0.130, -0.174, -0.571)  -0.335
C (-1.167, -1.133, -0.900)  -0.421
C (1.027, -0.422, -0.017)  0.326
C (1.459, -1.642, 0.681)  -0.178
C (2.845, -1.731, 0.755)  -0.139
C (3.471, -2.891, 1.193)  -0.190
C (2.689, -4.023, 1.688)  -0.059
C (1.313, -3.804, 1.731)  -0.194
C (0.658, -2.723, 1.121)  -0.140
H (-0.115, 4.439, -0.765)  0.230
H (-1.848, 4.815, 0.111)  0.233
H (-0.411, 4.834, 0.955)  0.280
H (-1.659, 2.656, 0.954)  0.381
H (-1.324, 2.766, -1.691)  0.448
H (-3.043, 1.189, -1.732)  0.246
H (-2.856, 0.932, 0.130)  0.241
H (-3.445, 2.517, -0.588)  0.271
H (0.566, 1.712, -1.671)  0.263
H (-0.675, 0.727, -2.372)  0.241
H (-0.982, -2.069, -0.584)  0.245
H (-2.141, -0.673, -0.423)  0.226
H (-1.226, -1.303, -1.954)  0.241
H (1.792, 0.277, -0.096)  0.228
H (3.442, -0.921, 0.218)  0.235
H (4.523, -2.947, 1.452)  0.257
H (3.052, -4.953, 1.948)  0.246
H (0.710, -4.652, 2.117)  0.250
H (-0.371, -2.638, 1.106)  0.215

---

(3)
The following is a quantum chemistry calculation of a single C2H4NP molecule in a non-equilibrium geometry, from the Open Molecules 2025 dataset.

## Properties
- orbital gap (eV) = 7.9
- E_LUMO (eV) = -0.856
- strongest force on any atom (Eh/bohr) = 0.0521
- E_HOMO (Ha) = -0.322
- total charge = 0
- ΔE to the lowest compared entry with this formula, charge and spin (kcal/mol) = 126.8

Each line ends with the natural charge from an NBO analysis.
Geometry (Å):
C (-0.902, 0.022, -1.655)  -0.552
C (0.132, 0.180, 1.263)  -1.019
N (1.449, 0.141, -1.491)  -0.869
P (0.346, -0.124, -0.516)  1.438
H (-0.895, -0.810, -2.347)  0.181
H (-0.626, 0.955, 1.462)  0.284
H (1.068, 0.218, 1.906)  0.286
H (-0.573, -0.583, 1.378)  0.251

---

(4)
The following is a quantum chemistry calculation of 12 unconnected molecules or ions with the total composition C5H32NO12 in a non-equilibrium geometry, from the Open Molecules 2025 dataset.

## Properties
- orbital gap (eV) = 10.4
- E_LUMO (eV) = -2.641
- strongest force on any atom (Eh/bohr) = 0.1500
- E_HOMO (Ha) = -0.479
- total charge = +1
- ΔE to the lowest compared entry with this formula, charge and spin (kcal/mol) = 100.4

Each line ends with the natural charge from an NBO analysis.
Geometry (Å):
O (1.005, 0.398, 3.105)  -0.628
C (1.549, 1.468, 3.300)  0.489
C (1.041, 2.663, 2.511)  -0.513
C (-0.420, 2.639, 2.014)  -0.448
C (-0.460, 2.215, 0.588)  -0.182
C (-0.345, 0.874, 0.398)  -0.033
N (-0.212, 0.100, -0.887)  -0.819
H (2.275, 1.469, 4.074)  0.171
H (1.019, 3.683, 3.036)  0.261
H (1.864, 2.603, 1.637)  0.259
H (-0.887, 1.987, 2.766)  0.236
H (-0.810, 3.672, 2.143)  0.235
H (-0.431, 3.043, -0.200)  0.215
H (-0.528, 0.101, 1.212)  0.206
H (-0.348, -0.979, -0.741)  0.475
H (0.770, 0.291, -1.126)  0.470
H (-0.890, 0.523, -1.663)  0.487
H (-0.678, -2.051, 3.135)  0.511
H (0.149, -0.822, 2.538)  0.532
O (-0.178, -1.809, 2.330)  -1.027
H (-2.530, -2.522, 1.074)  0.502
H (-3.409, -2.962, -0.160)  0.487
O (-3.257, -2.351, 0.471)  -0.947
H (1.446, -2.517, 1.774)  0.494
H (2.435, -1.369, 1.898)  0.457
O (2.477, -2.347, 1.667)  -0.929
H (2.572, 1.037, -1.350)  0.486
H (2.439, 1.473, -2.783)  0.491
O (2.099, 1.545, -1.863)  -0.956
H (-0.839, 0.143, -3.911)  0.491
H (0.641, -0.246, -4.136)  0.476
O (-0.154, -0.479, -3.719)  -0.958
H (-0.753, -3.661, -0.062)  0.471
H (-0.364, -2.455, 0.805)  0.494
O (-0.780, -2.784, -0.114)  -0.984
H (-2.240, 2.026, -1.977)  0.477
H (-2.979, 0.733, -1.336)  0.530
O (-2.300, 1.164, -1.878)  -0.963
H (2.317, -3.546, -2.191)  0.488
H (1.054, -3.062, -2.887)  0.500
O (1.655, -2.756, -2.079)  -0.971
H (2.644, -1.381, 0.311)  0.480
H (2.501, -1.460, -1.210)  0.494
O (2.710, -0.915, -0.501)  -1.015
H (-0.499, 2.767, -1.842)  0.440
H (0.894, 3.150, -2.351)  0.496
O (-0.023, 2.854, -2.652)  -0.934
H (-4.560, 0.353, 0.507)  0.503
H (-3.622, -0.830, -0.065)  0.512
O (-3.923, 0.100, -0.214)  -1.008

---

(5)
The following is a quantum chemistry calculation of a molecular structure, C40H25I2N5O3S4Ti in a non-equilibrium geometry, from the Open Molecules 2025 dataset.

## Properties
- orbital gap (eV) = 6.9
- E_LUMO (eV) = -0.343
- strongest force on any atom (Eh/bohr) = 0.0453
- E_HOMO (Ha) = -0.266
- total charge = 0
- ΔE to the lowest compared entry with this formula, charge and spin (kcal/mol) = 11.7

Each line ends with the Löwdin charge.
Geometry (Å):
Ti (-0.389, 0.062, -0.004)  1.019
C (-1.737, -1.366, -4.353)  -0.043
C (-1.986, -0.853, -3.068)  -0.137
N (-1.180, -0.028, -2.447)  0.087
C (-0.049, 0.363, -3.083)  -0.162
C (0.287, -0.083, -4.382)  -0.151
C (-0.602, -0.983, -5.006)  -0.011
C (1.483, 0.362, -4.984)  -0.044
C (2.298, 1.216, -4.298)  -0.074
C (1.975, 1.661, -3.005)  -0.017
C (0.813, 1.260, -2.375)  -0.206
N (0.425, 1.573, -1.082)  -0.024
C (0.772, 2.733, -0.455)  -0.208
C (1.281, 3.897, -1.018)  -0.016
C (1.616, 5.000, -0.223)  -0.076
C (1.435, 4.994, 1.136)  -0.054
C (0.823, 3.878, 1.740)  -0.162
C (0.488, 3.812, 3.110)  0.005
C (-0.160, 2.710, 3.593)  -0.020
C (-0.465, 1.649, 2.726)  -0.098
N (-0.151, 1.666, 1.448)  0.037
C (0.484, 2.759, 0.944)  -0.156
H (-2.440, -2.057, -4.796)  0.109
H (-2.900, -1.124, -2.555)  0.098
H (-0.365, -1.353, -5.997)  0.120
H (1.737, 0.016, -5.978)  0.110
H (3.226, 1.548, -4.747)  0.105
H (2.679, 2.292, -2.482)  0.107
H (1.405, 3.968, -2.089)  0.104
H (2.032, 5.880, -0.697)  0.107
H (1.724, 5.839, 1.746)  0.108
H (0.736, 4.646, 3.756)  0.121
H (-0.447, 2.631, 4.632)  0.114
H (-0.959, 0.769, 3.104)  0.082
I (0.642, -4.127, -2.407)  0.965
C (1.583, -3.396, -0.683)  -0.602
C (2.377, -4.238, 0.107)  -0.215
C (3.011, -3.744, 1.213)  -0.650
I (4.063, -5.084, 2.452)  0.898
C (2.945, -2.369, 1.540)  -0.212
C (3.608, -1.741, 2.615)  -0.032
C (3.476, -0.392, 2.795)  -0.026
C (2.666, 0.345, 1.918)  -0.096
N (2.001, -0.201, 0.928)  0.104
C (2.137, -1.537, 0.729)  -0.182
C (1.376, -2.065, -0.363)  -0.427
O (0.547, -1.269, -0.988)  -0.261
H (2.474, -5.280, -0.162)  0.082
H (4.230, -2.326, 3.278)  0.064
H (3.987, 0.105, 3.607)  0.110
H (2.572, 1.420, 2.030)  0.116
O (-0.545, -1.344, 4.048)  -0.523
S (-0.642, -1.982, 2.732)  0.819
N (-0.414, -1.154, 1.526)  -0.447
O (-2.095, 0.214, 0.137)  -0.268
C (-3.349, -0.340, 0.443)  -0.490
C (-3.354, -1.872, 0.318)  -0.457
C (-4.363, -2.736, 0.643)  -0.186
C (-4.073, -4.082, 0.306)  -0.167
C (-2.856, -4.215, -0.284)  -0.369
S (-2.040, -2.713, -0.419)  1.022
C (-3.722, 0.136, 1.848)  -0.447
C (-3.716, 1.442, 2.236)  -0.124
C (-4.077, 1.620, 3.596)  -0.177
C (-4.351, 0.442, 4.216)  -0.393
S (-4.171, -0.892, 3.157)  1.064
C (-4.343, 0.274, -0.548)  -0.453
C (-4.055, 1.254, -1.447)  -0.122
C (-5.171, 1.608, -2.255)  -0.173
C (-6.282, 0.896, -1.945)  -0.409
S (-5.991, -0.223, -0.677)  1.067
H (-5.291, -2.423, 1.096)  0.082
H (-4.746, -4.907, 0.490)  0.104
H (-2.382, -5.110, -0.653)  0.060
H (-3.458, 2.252, 1.566)  0.129
H (-4.141, 2.584, 4.081)  0.104
H (-4.662, 0.274, 5.234)  0.066
H (-3.071, 1.692, -1.527)  0.113
H (-5.137, 2.356, -3.034)  0.103
H (-7.265, 0.953, -2.384)  0.063

---

(6)
The following is a quantum chemistry calculation of 2 unconnected molecules or ions with the total composition H4O2, from the Open Molecules 2025 dataset.

## Properties
- orbital gap (eV) = 12.0
- E_LUMO (eV) = 0.694
- structure (SMILES) = O.O
- strongest force on any atom (Eh/bohr) = 0.0075
- E_HOMO (Ha) = -0.414
- total charge = 0
- ΔE to the lowest compared entry with this formula, charge and spin (kcal/mol) = 3.2

Each line ends with the natural charge from an NBO analysis.
Geometry (Å):
O (-14.071, -14.221, -2.885)  -0.940
H (-15.021, -14.140, -2.801)  0.463
H (-13.941, -14.680, -3.715)  0.477
O (-14.260, -14.152, -6.425)  -0.939
H (-15.142, -13.793, -6.522)  0.470
H (-14.203, -14.830, -7.098)  0.470

---

Which formula does entry 6 have? H4O2

---

Which of these has the lowest ΔE to the lowest compared entry with this formula, charge and spin? H4O2

---

The highest E_HOMO belongs to which entry? C40H25I2N5O3S4Ti

---

Repeat the fourth record exactly.
The following is a quantum chemistry calculation of 12 unconnected molecules or ions with the total composition C5H32NO12 in a non-equilibrium geometry, from the Open Molecules 2025 dataset.

## Properties
- orbital gap (eV) = 10.4
- E_LUMO (eV) = -2.641
- strongest force on any atom (Eh/bohr) = 0.1500
- E_HOMO (Ha) = -0.479
- total charge = +1
- ΔE to the lowest compared entry with this formula, charge and spin (kcal/mol) = 100.4

Each line ends with the natural charge from an NBO analysis.
Geometry (Å):
O (1.005, 0.398, 3.105)  -0.628
C (1.549, 1.468, 3.300)  0.489
C (1.041, 2.663, 2.511)  -0.513
C (-0.420, 2.639, 2.014)  -0.448
C (-0.460, 2.215, 0.588)  -0.182
C (-0.345, 0.874, 0.398)  -0.033
N (-0.212, 0.100, -0.887)  -0.819
H (2.275, 1.469, 4.074)  0.171
H (1.019, 3.683, 3.036)  0.261
H (1.864, 2.603, 1.637)  0.259
H (-0.887, 1.987, 2.766)  0.236
H (-0.810, 3.672, 2.143)  0.235
H (-0.431, 3.043, -0.200)  0.215
H (-0.528, 0.101, 1.212)  0.206
H (-0.348, -0.979, -0.741)  0.475
H (0.770, 0.291, -1.126)  0.470
H (-0.890, 0.523, -1.663)  0.487
H (-0.678, -2.051, 3.135)  0.511
H (0.149, -0.822, 2.538)  0.532
O (-0.178, -1.809, 2.330)  -1.027
H (-2.530, -2.522, 1.074)  0.502
H (-3.409, -2.962, -0.160)  0.487
O (-3.257, -2.351, 0.471)  -0.947
H (1.446, -2.517, 1.774)  0.494
H (2.435, -1.369, 1.898)  0.457
O (2.477, -2.347, 1.667)  -0.929
H (2.572, 1.037, -1.350)  0.486
H (2.439, 1.473, -2.783)  0.491
O (2.099, 1.545, -1.863)  -0.956
H (-0.839, 0.143, -3.911)  0.491
H (0.641, -0.246, -4.136)  0.476
O (-0.154, -0.479, -3.719)  -0.958
H (-0.753, -3.661, -0.062)  0.471
H (-0.364, -2.455, 0.805)  0.494
O (-0.780, -2.784, -0.114)  -0.984
H (-2.240, 2.026, -1.977)  0.477
H (-2.979, 0.733, -1.336)  0.530
O (-2.300, 1.164, -1.878)  -0.963
H (2.317, -3.546, -2.191)  0.488
H (1.054, -3.062, -2.887)  0.500
O (1.655, -2.756, -2.079)  -0.971
H (2.644, -1.381, 0.311)  0.480
H (2.501, -1.460, -1.210)  0.494
O (2.710, -0.915, -0.501)  -1.015
H (-0.499, 2.767, -1.842)  0.440
H (0.894, 3.150, -2.351)  0.496
O (-0.023, 2.854, -2.652)  -0.934
H (-4.560, 0.353, 0.507)  0.503
H (-3.622, -0.830, -0.065)  0.512
O (-3.923, 0.100, -0.214)  -1.008